41
Properties=species:S:1:pos:R:3:forces:R:3 method="wB97M-V/def2-TZVPD" e_above_lowest_ev=0.000 e_lumo_ev=0.4 e_homo_ha=-0.2450 molar_mass_g_mol=294.59 spin_multiplicity=1
Mg 9.791185 -17.781966 -25.099789 0.0057 -0.3986 1.2854
O 11.457737 -16.768586 -24.743373 -0.1460 -0.0403 -0.2603
O 8.965129 -16.796731 -26.579006 -0.8087 -0.2077 -0.8663
O 8.563419 -16.544663 -23.937076 0.3212 0.3526 0.1317
O 10.619640 -18.896480 -26.507998 0.3117 -0.4345 -0.3611
O 8.734537 -19.279896 -24.335936 0.1386 0.1098 -0.1006
N 7.995174 -14.478094 -23.172481 -0.2370 0.5438 0.0645
N 10.172753 -20.385553 -28.146136 0.1758 -0.0068 -0.1626
N 6.486329 -16.218770 -23.125227 0.1978 0.3868 -0.0682
N 12.221010 -19.301069 -28.036685 0.1463 0.1908 0.1510
N 9.967318 -14.856202 -27.036912 -0.2525 -0.3636 -0.0377
N 8.163604 -15.584460 -28.321928 0.3759 0.3160 0.4980
C 7.740016 -15.793802 -23.462432 -0.3261 -0.0665 0.0898
C 9.131077 -20.196073 -23.378929 0.7993 0.4632 -0.5229
C 11.918374 -15.507399 -22.738369 0.0267 0.4294 0.2538
C 10.977377 -19.500937 -27.500422 0.0248 -0.1142 -0.1823
C 12.194786 -16.766111 -23.561702 -1.1160 0.3326 -0.1219
C 9.019797 -15.796083 -27.282054 0.4760 0.3441 0.1875
C 8.147395 -20.359946 -22.233966 -0.2253 0.0095 -0.2849
H 8.852806 -14.040162 -23.457901 0.1960 -0.4665 -0.1695
H 9.943302 -13.939417 -27.439193 0.1460 0.0160 0.0124
H 8.572465 -21.025871 -21.481116 -0.1616 0.0065 0.1815
H 7.204694 -20.772554 -22.608509 0.0764 -0.1140 0.0423
H 5.792758 -15.547210 -22.855508 -0.1577 -0.2367 0.0945
H 12.453265 -15.502450 -21.780499 0.0199 -0.0602 -0.0728
H 7.234052 -13.831285 -23.054788 -0.0467 -0.1502 0.1231
H 9.352192 -21.191760 -23.815140 -0.2713 -0.0874 -0.0013
H 7.901320 -19.386454 -21.803872 0.1960 0.0017 0.1374
H 10.408851 -20.696903 -29.069871 -0.1092 -0.1125 0.0259
H 11.865693 -17.605917 -22.924787 0.4300 -0.1368 0.0735
H 8.389453 -14.834994 -28.948828 -0.2761 -0.1904 -0.3043
H 6.241325 -17.173551 -23.318909 0.0611 -0.0280 -0.0741
H 7.564906 -16.343445 -28.586964 -0.0447 0.0499 -0.1119
H 10.851561 -15.419666 -22.514917 -0.0253 -0.2326 -0.0057
H 10.616100 -15.121734 -26.301782 0.1670 0.1858 0.1802
H 12.850714 -18.825840 -27.409026 -0.0410 0.1023 -0.0711
H 13.274773 -16.848684 -23.742231 0.0904 -0.1061 0.0048
H 12.181291 -14.581828 -23.263990 0.1784 -0.1786 -0.1591
H 12.643827 -19.935247 -28.690450 -0.1559 -0.1536 0.0598
H 10.119902 -19.901094 -22.961214 -0.1476 -0.0601 0.2782
H 9.245076 -20.532933 -27.790659 -0.0120 0.1052 0.0631

41
Properties=species:S:1:pos:R:3:forces:R:3 method="wB97M-V/def2-TZVPD" s_squared=2.14 e_above_lowest_ev=0.437 e_lumo_ev="-2.9 / -2.9" charge=+1 e_homo_ha="-0.2890 / -0.2746" molar_mass_g_mol=443.21 spin_multiplicity=3
Tm -1.108112 -0.244484 -0.863177 3.4665 0.7333 -2.2616
O 1.784074 0.260908 0.392528 1.6700 -0.3743 0.0340
O -3.300021 3.234043 0.349735 0.2528 -0.0025 0.6178
O 0.698053 0.884407 3.660482 0.1004 -0.4342 0.4099
O -2.468852 -3.341059 -0.169604 -0.1559 2.5973 1.6077
O -1.278002 -3.079256 -2.418104 -1.0343 -0.7145 0.3320
O -1.238152 0.627248 -2.970872 -0.1032 0.6243 -0.9406
O -2.306968 1.643782 -0.877361 -0.7091 1.8636 2.1982
N -0.403499 1.213375 0.949078 -0.6956 0.9890 0.6618
N -0.396195 -2.144445 -1.866969 -0.1694 1.3092 0.9887
N -1.507053 2.107622 1.209137 0.8074 0.1046 0.2877
N 1.042446 -0.579080 -0.471510 -1.5129 0.3302 0.0092
C -3.361369 3.944788 1.627217 -0.2809 0.1496 -0.2140
C 0.897149 -2.527872 -1.750011 1.1961 0.9531 1.2421
C 1.404679 -3.788092 -2.351753 0.3061 -0.4410 -0.1137
C -2.368865 -1.773821 0.265214 -2.1468 -3.7979 0.4305
C 1.694037 -1.671535 -0.948996 -0.8005 -1.5616 -1.3574
C -2.371114 2.323388 0.204047 0.1618 -0.9644 -1.4734
C 3.103385 -1.944051 -0.562216 0.3709 -0.3805 -0.2554
H -2.462552 4.559926 1.785226 -0.2749 -0.1833 -0.1868
H -1.280609 -1.706154 0.525936 -0.3203 -0.5337 -0.2215
H -2.959117 -1.656633 1.175864 -0.1468 -0.1141 -0.2139
H -1.835118 -3.362669 -1.608051 1.1161 0.3942 -1.6222
H -3.397925 -3.618553 -0.082440 0.2916 0.2835 0.0684
H 3.800215 -1.189469 -0.961808 0.0223 -0.1269 0.1538
H 1.650586 0.703961 3.748894 -0.4531 0.1151 -0.1291
H 2.332208 -3.598444 -2.908792 -0.2239 -0.1522 0.0892
H 0.660930 -4.209437 -3.033803 0.2092 0.0726 0.1724
H -3.516802 3.255474 2.470819 0.0202 0.1015 -0.4056
H 1.626062 -4.531219 -1.570092 -0.0646 0.0501 -0.2834
H -1.450731 2.759576 1.995802 0.1483 -0.4757 -0.4906
H -1.649444 1.503382 -3.101543 0.1928 -0.5391 -0.0522
H -0.054001 0.870002 1.860742 -0.2212 -0.0232 -0.2996
H 2.712353 -0.055412 0.317522 -0.6669 0.5071 0.1710
H 0.407571 1.730404 0.571950 -0.4551 -0.1286 0.1083
H -2.875141 -1.235487 -0.580956 -0.1097 -0.8849 0.7085
H 3.227686 -2.013124 0.530429 0.0321 0.0341 -0.1913
H 3.418355 -2.911281 -0.973146 -0.0342 0.3238 0.1336
H -0.819957 0.349110 -3.805196 -0.1876 0.0308 0.4971
H 0.285123 0.346620 4.359536 0.2361 0.3062 -0.3253
H -4.231518 4.589087 1.517283 0.1662 -0.0407 0.1157

35
Properties=species:S:1:pos:R:3:forces:R:3 method="wB97M-V/def2-TZVPD" s_squared=0.75 e_above_lowest_ev=0.000 e_lumo_ev="2.8 / 2.7" charge=-1 e_homo_ha="0.0169 / -0.2492" molar_mass_g_mol=202.25 spin_multiplicity=2
O -1.569615 2.039763 -2.066361 0.0835 -0.1446 0.1009
O 0.391591 3.370659 0.044426 -0.5026 0.7613 -0.0351
O 1.272251 2.290552 2.464814 0.5275 0.4231 -0.2838
O -1.336920 -3.207883 0.986967 0.1765 0.0915 0.5052
O -2.351450 3.769818 -0.074140 -0.2363 -0.2722 -0.0946
O -2.851851 -2.378454 -1.163867 -0.2450 -0.7454 0.1104
C 2.225346 0.389920 -0.311383 0.1242 0.3937 0.2289
C 2.147138 -2.892699 -0.009633 -0.0218 -0.6322 -0.5014
C 0.455237 -0.248517 1.302929 -0.1582 0.2785 0.2590
C 1.190070 -1.834111 -0.496609 0.4144 -0.3538 -0.5143
C 0.305719 -2.051332 -1.462497 -0.3228 -0.0712 -0.2662
C 1.352528 -0.500040 0.143900 -0.1629 -0.0437 -0.2646
C -0.859523 -0.076727 1.207722 -0.3705 -0.4091 -0.0296
H 2.884696 0.233659 -1.153561 -0.1375 -0.3798 -0.1394
H -0.369122 -1.297762 -1.835497 0.0996 0.4545 0.1300
H -2.334260 3.150207 -0.851628 0.0067 0.2882 0.4456
H 2.319968 1.369886 0.134052 -0.1421 0.0024 0.1713
H 0.901024 2.588899 1.592383 0.2707 0.0091 0.5450
H -2.649067 -1.447465 -1.166742 0.0995 0.4472 0.0285
H -1.414916 -0.167132 0.284952 0.2368 0.1296 -0.3541
H 0.917174 -0.141451 2.276585 0.0548 0.0674 -0.0357
H -0.681647 2.163675 -1.677497 0.0252 0.0641 -0.0655
H 0.852427 4.196006 -0.224392 -0.1201 -0.5371 0.0451
H -2.424318 -2.750692 -0.362405 -0.1217 0.4018 -0.3700
H 0.116299 -2.999948 -1.958173 0.4161 -0.1766 0.2899
H -0.801360 -2.405580 1.115503 -0.3521 0.1981 0.0977
H -0.691779 -3.781060 0.577692 0.1466 -0.4751 -0.2939
H 2.021091 -3.117327 1.047302 0.1156 0.1895 0.2393
H 3.181300 -2.604026 -0.202451 0.0250 0.2865 0.2763
H 2.145934 2.723934 2.513154 -0.6949 -0.2190 -0.0788
H -0.555036 3.674169 0.156791 0.5922 -0.3379 -0.1368
H -1.479227 2.371462 -2.973960 0.0165 0.0240 0.0229
H -2.837207 3.317341 0.633002 0.1431 0.0488 -0.2832
H -1.509592 0.095238 2.056268 0.3139 0.0957 0.2513
H 2.037098 -3.842983 -0.547646 -0.2997 0.1428 -0.0002

36
Properties=species:S:1:pos:R:3:forces:R:3 method="wB97M-V/def2-TZVPD" e_above_lowest_ev=3.492 e_lumo_ev=0.4 e_homo_ha=-0.3181 molar_mass_g_mol=201.26 spin_multiplicity=1
O 2.227453 -2.422211 -0.476334 0.0492 0.2694 -0.3256
O -0.277901 -2.784501 -1.734649 -1.2667 0.0499 0.6383
O 3.109852 0.738518 1.429635 1.9828 0.2152 -0.4188
O -0.615362 0.819400 4.344497 0.6337 0.7136 0.7015
O 2.267909 0.465738 -4.357356 0.7140 0.9134 1.5464
N -2.874293 -0.524979 1.299478 -0.9817 -0.7370 1.3126
C -1.383145 2.355679 -1.818888 -0.7633 -0.3649 1.2365
C -0.404758 -0.949406 1.952507 0.2578 0.4000 -0.3512
C -0.599670 0.842363 -0.053171 1.3941 0.4027 0.2547
C -0.934148 2.180514 -3.049079 1.4388 -0.7687 0.2871
C -1.771725 -1.460234 1.422165 1.3052 0.0876 -0.1506
C -0.664305 2.098731 -0.519704 -0.1291 -1.5030 -0.9205
C 0.105815 0.345248 1.175907 1.8642 -2.4222 0.6954
H -2.044611 -2.270401 2.058488 -0.6638 -0.5981 0.6215
H 2.747900 -0.135302 -3.721585 -0.7768 1.2326 -0.8993
H -1.546107 -1.993719 0.472525 -0.4564 0.6312 0.1627
H -1.374008 2.376494 -3.987362 -1.3820 0.2781 -0.5200
H 1.152984 0.000102 0.984511 -0.9864 0.2281 -1.2164
H -0.890152 -3.406612 -1.286848 0.7279 0.1397 -0.3995
H 0.171464 1.005666 4.901783 -0.8725 -0.3814 -0.4187
H 4.071283 0.955423 1.314262 -1.2273 0.0372 0.4665
H -0.791146 -1.964033 -1.631454 0.3376 -0.0965 -0.3815
H 0.030291 1.699156 -3.246970 0.1328 0.4857 0.5864
H -0.257840 2.952111 -0.011243 -0.0336 0.2248 0.4831
H 0.471524 1.009396 1.921005 -0.8769 1.5696 0.5115
H 3.053996 0.001346 0.811374 -0.3537 -0.2874 -0.0522
H -0.353210 -0.740775 3.017586 -0.9404 0.4060 -0.2371
H 2.500073 -2.838597 -1.318668 -0.5545 0.3883 0.6944
H 1.301888 -2.121791 -0.599024 0.7476 -0.6342 -0.2356
H -2.789110 0.260887 0.693786 0.4198 0.3579 -0.1454
H -2.437616 2.520317 -1.534190 0.3245 0.7747 -0.9907
H -3.377474 -0.279517 2.177467 0.9647 -0.3245 -1.1212
H -0.864361 0.049749 -0.751216 -0.5033 0.0983 0.0793
H -0.964001 -0.039965 4.597315 0.1628 0.1111 0.3050
H 2.319435 1.400108 -3.974708 0.0616 -2.1234 -0.6191
H 0.389277 -1.743464 2.010210 -0.7508 0.2264 -1.1797

36
Properties=species:S:1:pos:R:3:forces:R:3 method="wB97M-V/def2-TZVPD" e_above_lowest_ev=2.123 e_lumo_ev=0.4 e_homo_ha=-0.3044 molar_mass_g_mol=201.26 spin_multiplicity=1
O 1.729412 0.646900 2.525883 -0.6253 0.2034 -0.4815
O 1.996014 -2.843392 0.814181 -0.1596 0.1915 -0.4492
O -1.507477 -2.000163 1.879904 -1.5372 -0.3687 0.5674
O -3.111930 -1.459784 -2.317203 0.4333 -0.0979 -0.5791
O 1.212741 3.461751 0.800416 1.0533 -0.9496 -0.2164
N 1.343761 -1.970746 -2.311299 -1.2187 0.1134 0.5089
C 2.024607 0.902325 -1.933177 0.9311 -1.2172 -1.8364
C -2.364248 1.175690 2.275806 0.8124 -1.6714 1.0710
C -1.024671 0.630416 0.247320 1.4456 2.1162 -0.1983
C -0.249583 1.242214 -0.910729 -0.6138 -1.2515 0.4291
C -1.241874 1.445132 1.277933 -2.5637 -0.8944 0.9718
C 0.744829 0.235754 -1.509845 -0.6636 2.3035 0.2860
C 0.427269 -1.027992 -1.721640 1.4471 -0.7287 -0.5056
H 2.232296 1.908085 -1.598944 -0.3029 0.0696 0.5401
H -2.269938 1.774568 3.180547 -0.2167 0.3236 -0.1430
H 1.619723 -1.984140 1.031339 0.2220 0.1711 0.2155
H -3.408139 1.119113 1.950094 0.2935 0.7215 -0.4790
H 1.226992 3.692069 1.723637 -0.2231 0.5482 0.3467
H -1.384867 -0.374168 0.106533 -0.6073 0.0282 0.2785
H 0.725992 -2.630252 -2.776514 0.7844 -0.2258 -0.2445
H 0.644058 4.024014 0.293431 -0.4827 0.7310 0.0938
H 2.019230 -1.560644 -2.943907 -0.2007 -0.0388 -0.0491
H -0.500888 -1.509618 -1.453764 -0.2157 0.2887 0.0997
H 0.251306 2.159522 -0.604573 0.0562 -0.4243 0.1132
H -2.762775 -0.686883 -2.776091 -0.0161 -0.0905 0.0047
H -1.109667 1.608516 -1.508832 0.7489 -0.4164 -0.7847
H 0.783500 0.453262 2.530068 -0.1451 -0.4071 0.5356
H 1.687852 1.220712 1.750402 0.6948 0.2137 -0.1971
H 2.126064 -2.753368 -0.145966 -0.0692 -0.1970 0.1447
H 2.030554 0.965840 -3.033288 -0.3565 0.3478 -0.1002
H -3.567446 -1.102301 -1.564746 -0.3567 0.2039 0.6054
H 2.947980 0.309535 -1.852301 -0.2498 -0.0625 0.8117
H -0.582355 -2.019793 1.712488 1.2234 -0.3191 -0.1320
H -0.764700 2.392063 1.465417 0.2760 0.1189 -0.7750
H -2.227601 0.142176 2.639147 0.0400 0.1950 -0.0119
H -1.717556 -2.764741 2.446992 0.3622 0.4717 -0.4408

41
Properties=species:S:1:pos:R:3:forces:R:3 method="wB97M-V/def2-TZVPD" e_lumo_ev=-0.1 e_homo_ha=-0.3078 molar_mass_g_mol=394.14 spin_multiplicity=1
I 0.777426 1.892676 -2.671050 1.1568 0.5998 -1.0983
P -1.128473 1.391581 -1.120068 -1.5520 0.1651 1.2292
O 3.665583 0.371122 -1.112005 -0.0842 -0.2825 0.0411
O -3.546445 0.711652 -3.205064 -0.3657 -0.4528 0.1532
O 3.222795 3.331828 4.770791 0.4944 0.0989 0.4894
O -1.357635 -4.593576 -3.429023 0.4263 -0.0554 -0.0359
O -1.745325 -2.368335 2.827753 -0.4660 0.0193 0.1502
O -2.010589 0.155249 1.309090 2.8142 0.7674 -0.1552
O -1.107441 -2.095018 -1.570738 -0.4353 -0.0910 0.1885
O 1.660428 -0.792525 -4.725328 0.3978 -0.3052 0.1857
C 0.451556 -0.865185 1.274442 1.2619 3.7891 1.6776
C -2.461108 0.995963 0.189064 -2.5573 0.2610 0.4225
C 2.491678 0.781797 2.269697 -2.5300 -0.4494 -0.3657
C 2.049137 -0.654515 1.600433 -3.8994 3.1444 0.8780
C -0.130409 1.793737 2.360992 2.5512 -3.2671 -1.1865
C -0.596554 0.379911 1.647169 3.2908 0.2016 0.6562
C 1.469388 2.004740 2.679958 -2.1999 -3.4932 -2.1659
H -3.074158 -0.117331 -3.035582 -0.0300 0.1092 -0.1965
H -0.509518 -4.124787 -3.426306 -0.1869 -0.1007 -0.1069
H -1.144359 -5.461009 -3.804610 -0.1698 0.2957 0.1696
H 0.004821 -1.849612 0.783703 1.1970 2.3731 1.2697
H -2.939697 1.974178 0.671997 0.9558 -1.8305 -1.1911
H -2.561139 -2.606758 3.293236 0.3236 0.0214 -0.1577
H 4.156635 3.587670 4.731270 -0.3110 -0.0429 -0.0424
H 3.641953 0.940026 2.485365 -2.6909 -0.3281 -0.4766
H 2.780426 -1.539223 1.339064 -1.4641 2.1953 0.7098
H 2.358398 -1.373286 -4.386880 -0.2191 0.1989 -0.1699
H 1.693285 -0.021210 -4.139607 -0.1767 -0.1070 -0.1425
H 3.229610 0.170972 -0.270017 0.0286 0.1831 -0.2609
H -0.981640 2.593264 2.585739 2.1954 -1.8686 -0.4830
H -1.547914 -1.960302 -0.718147 0.0734 -0.1100 -0.1402
H -0.657984 0.030129 -1.125445 -0.3105 0.9836 -0.0398
H 2.940736 0.377781 -1.755080 0.1369 0.1525 0.2396
H -1.544277 -2.877805 -1.938723 0.0770 0.0208 -0.0091
H -2.116395 1.779627 -2.134431 1.0380 -0.3475 1.0724
H -0.619315 2.469755 -0.301919 -0.1772 -0.8024 -0.7043
H -4.474229 0.492106 -3.031600 0.2481 0.1322 -0.1301
H 3.084847 3.092415 5.699579 -0.0364 0.0433 -0.3241
H -3.348622 0.396570 -0.337633 1.8213 1.1918 1.2276
H 1.814857 3.034951 3.162717 -0.6102 -2.7961 -1.1999
H -1.890332 -1.449224 2.557193 -0.0159 -0.2171 0.0223